Entry 1:
ORCA calculation (wB97M-V/def2-TZVPD) on 4 unconnected molecules or ions with the total composition C29H45F6NO14S in a non-equilibrium geometry.

As for the gap between HOMO and LUMO: 10.14 eV. The structure (SMILES) is C[C@H](F)[C@@]1(C(F)(F)C(F)(F)F)OS(=O)(=O)O[C@]1(CN)C[C@H](C)OCc1ccccc1.CCOC(=O)OC.CCOC(=O)OC.CCOC(=O)OC. Its total charge is 0. The value obtained for the energy is -3237.51551 Ha.

Element x y z (Å)
1 C -2.089 -0.061 1.683
2 C -1.072 -0.794 0.788
3 C -1.180 -0.402 -0.698
4 C -0.033 0.362 -1.394
5 C 0.725 -0.660 -2.259
6 N 1.158 -1.876 -1.555
7 O -0.782 1.153 -2.414
8 S 0.197 2.154 -3.141
9 O -0.468 3.362 -3.469
10 O 0.902 1.552 -4.221
11 O 1.163 2.312 -1.882
12 C 0.826 1.477 -0.734
13 C 2.237 0.877 -0.312
14 C 2.934 1.572 0.844
15 F 3.092 0.982 -1.385
16 C 0.233 2.520 0.253
17 F 0.214 2.085 1.520
18 F 1.058 3.586 0.249
19 C -1.176 3.151 -0.032
20 F -2.153 2.302 -0.284
21 F -1.046 4.079 -0.948
22 F -1.515 3.790 1.106
23 O 0.265 -0.736 1.253
24 C 0.481 -1.438 2.494
25 C 1.100 -0.525 3.520
26 C 0.286 0.262 4.338
27 C 0.880 1.133 5.251
28 C 2.266 1.199 5.332
29 C 3.078 0.390 4.541
30 C 2.488 -0.484 3.625
31 H -2.345 -0.733 2.502
32 H -1.673 0.828 2.145
33 H -3.018 0.126 1.158
34 H -1.376 -1.844 0.849
35 H -1.296 -1.334 -1.244
36 H -2.125 0.096 -0.860
37 H 1.573 -0.237 -2.786
38 H 0.004 -0.946 -3.021
39 H 2.149 -1.995 -1.708
40 H 0.998 -1.863 -0.557
41 H 2.127 -0.166 -0.057
42 H 3.213 2.574 0.535
43 H 2.374 1.558 1.766
44 H 3.863 1.031 1.017
45 H -0.444 -1.886 2.849
46 H 1.164 -2.256 2.264
47 H -0.788 0.202 4.271
48 H 0.241 1.748 5.864
49 H 2.714 1.893 6.029
50 H 4.155 0.434 4.592
51 H 3.095 -1.103 2.983
52 C -4.844 -5.725 -4.422
53 C -3.805 -6.298 -3.483
54 O -2.478 -6.164 -4.011
55 C -1.940 -4.950 -3.903
56 O -2.454 -3.989 -3.390
57 O -0.731 -4.983 -4.459
58 C -0.067 -3.717 -4.478
59 H -4.746 -6.168 -5.414
60 H -5.847 -5.924 -4.044
61 H -4.724 -4.648 -4.528
62 H -3.960 -7.369 -3.360
63 H -3.861 -5.841 -2.495
64 H -0.033 -3.274 -3.484
65 H -0.563 -3.044 -5.176
66 H 0.950 -3.889 -4.822
67 C 4.449 -5.964 -1.663
68 C 4.354 -4.484 -1.362
69 O 3.929 -4.237 -0.012
70 C 4.865 -4.385 0.924
71 O 6.015 -4.681 0.740
72 O 4.303 -4.139 2.110
73 C 5.179 -4.329 3.224
74 H 3.508 -6.461 -1.425
75 H 4.675 -6.123 -2.717
76 H 5.230 -6.434 -1.069
77 H 3.594 -4.026 -1.992
78 H 5.297 -3.975 -1.561
79 H 6.098 -3.762 3.099
80 H 5.405 -5.387 3.348
81 H 4.648 -3.970 4.101
82 C -5.272 9.881 1.540
83 C -4.047 9.296 2.210
84 O -4.018 7.865 2.111
85 C -3.631 7.385 0.927
86 O -3.294 8.038 -0.025
87 O -3.681 6.057 0.986
88 C -3.356 5.398 -0.244
89 H -6.178 9.419 1.934
90 H -5.321 10.956 1.710
91 H -5.252 9.703 0.465
92 H -4.065 9.512 3.277
93 H -3.129 9.717 1.803
94 H -2.411 5.746 -0.629
95 H -4.157 5.570 -0.964
96 H -3.305 4.347 -0.038

Quick look at the Mulliken charges, all values in e: atom 1 (C): -1.872, atom 2 (C): 0.049, atom 3 (C): -2.467, atom 4 (C): 1.014, atom 5 (C): -1.464, atom 6 (N): -0.198, atom 7 (O): -0.496, atom 8 (S): 1.460, atom 9 (O): -0.652, atom 10 (O): -0.653, atom 11 (O): -0.344, atom 12 (C): 1.195, atom 13 (C): 1.177, atom 14 (C): -1.978, atom 15 (F): -0.426, atom 16 (C): 0.606, atom 17 (F): -0.156, atom 18 (F): -0.339, atom 19 (C): 0.285, atom 20 (F): -0.141, atom 21 (F): -0.258, atom 22 (F): -0.301, atom 23 (O): -0.039, atom 24 (C): -1.448, atom 25 (C): 0.706, atom 26 (C): -0.057, atom 27 (C): -0.781, atom 28 (C): -0.531, atom 29 (C): -0.689, atom 30 (C): -0.613, atom 31 (H): 0.532, atom 32 (H): 0.199, atom 33 (H): 0.361, atom 34 (H): 0.997, atom 35 (H): 0.570, atom 36 (H): 0.876, atom 37 (H): 0.630, atom 38 (H): 0.547, atom 39 (H): 0.208, atom 40 (H): 0.028, atom 41 (H): -0.165, atom 42 (H): 0.404, atom 43 (H): 0.227, atom 44 (H): 0.548, atom 45 (H): 0.605, atom 46 (H): 0.324, atom 47 (H): 0.448, atom 48 (H): 0.435, atom 49 (H): 0.388, atom 50 (H): 0.445, atom 51 (H): 0.704, atom 52 (C): -1.095, atom 53 (C): -0.169, atom 54 (O): -0.384, atom 55 (C): 0.781, atom 56 (O): -0.566, atom 57 (O): -0.364, atom 58 (C): -0.472, atom 59 (H): 0.294, atom 60 (H): 0.355, atom 61 (H): 0.311, atom 62 (H): 0.298, atom 63 (H): 0.296, atom 64 (H): 0.095, atom 65 (H): 0.295, atom 66 (H): 0.331, atom 67 (C): -1.250, atom 68 (C): -0.044, atom 69 (O): -0.297, atom 70 (C): 0.736, atom 71 (O): -0.556, atom 72 (O): -0.262, atom 73 (C): -0.756, atom 74 (H): 0.320, atom 75 (H): 0.377, atom 76 (H): 0.340, atom 77 (H): 0.147, atom 78 (H): 0.368, atom 79 (H): 0.337, atom 80 (H): 0.334, atom 81 (H): 0.223, atom 82 (C): -1.094, atom 83 (C): -0.180, atom 84 (O): -0.372, atom 85 (C): 0.759, atom 86 (O): -0.560, atom 87 (O): -0.338, atom 88 (C): -0.499, atom 89 (H): 0.292, atom 90 (H): 0.354, atom 91 (H): 0.312, atom 92 (H): 0.291, atom 93 (H): 0.315, atom 94 (H): 0.336, atom 95 (H): 0.470, atom 96 (H): -0.009

***

Entry 2:
ORCA calculation (wB97M-V/def2-TZVPD) on a molecular structure, C21H47OP3PmSe in a non-equilibrium geometry.

As for the gap between HOMO and LUMO (alpha / beta): 5.44 / 5.86 eV. Its spin multiplicity is 5. Its total charge is +3. For the energy above the lowest of the compared OMol25 structures with the same formula, charge and spin, the calculation gives 0.0000 eV. The value obtained for the energy is -4936.40348 Ha.

Element x y z (Å)
1 Pm -0.210 -1.628 -0.334
2 P 0.215 1.379 1.150
3 P -2.670 0.173 -0.639
4 P 2.385 -0.500 -0.880
5 H -1.328 -3.036 -4.242
6 C -0.552 -3.398 -3.555
7 C -0.462 -3.039 -2.236
8 H -1.401 -2.517 -1.849
9 C 0.379 2.991 0.280
10 C -1.121 1.767 2.348
11 C 1.714 1.461 2.229
12 C -3.584 -0.439 -2.121
13 C -4.104 0.054 0.519
14 C -3.026 1.948 -1.073
15 C 2.905 -1.353 -2.425
16 C 3.807 -1.007 0.173
17 C 3.087 1.132 -1.408
18 H 0.072 -4.208 -3.941
19 H 0.354 -3.446 -1.556
20 H 0.535 3.783 1.029
21 H -0.546 3.190 -0.278
22 H 1.238 2.962 -0.404
23 H -0.907 2.741 2.808
24 H -1.161 1.000 3.134
25 H -2.093 1.812 1.835
26 H 1.711 2.443 2.723
27 H 2.629 1.352 1.621
28 H 1.665 0.662 2.985
29 H -4.581 0.018 -2.093
30 H -3.689 -1.525 -2.062
31 H -3.064 -0.136 -3.036
32 H -4.986 0.421 -0.025
33 H -3.948 0.672 1.408
34 H -4.278 -0.984 0.816
35 H -4.091 1.971 -1.367
36 H -2.416 2.250 -1.936
37 H -2.896 2.651 -0.246
38 H 3.990 -1.201 -2.493
39 H 2.426 -0.884 -3.292
40 H 2.679 -2.425 -2.387
41 H 4.604 -1.357 -0.495
42 H 3.544 -1.835 0.840
43 H 4.201 -0.180 0.777
44 H 4.034 0.900 -1.924
45 H 3.314 1.796 -0.560
46 H 2.417 1.636 -2.121
47 C -0.068 0.665 -5.164
48 C -0.720 -0.412 -5.774
49 C -0.373 -0.770 -7.084
50 C 0.711 -0.153 -7.743
51 C 1.362 0.915 -7.106
52 C 0.967 1.313 -5.832
53 Se -0.436 1.323 -3.421
54 H -0.281 -0.098 -2.994
55 H -1.391 -1.010 -5.161
56 H -0.909 -1.594 -7.609
57 H 1.089 -0.529 -8.715
58 H 2.224 1.450 -7.537
59 H 1.487 2.072 -5.243
60 C -0.696 -4.714 2.294
61 C -1.091 -3.383 1.653
62 O 0.037 -2.448 1.668
63 C 0.750 -2.269 2.948
64 C -0.167 -1.818 4.050
65 H -0.030 -5.294 1.639
66 H -1.596 -5.302 2.491
67 H -0.195 -4.595 3.265
68 H -1.411 -3.538 0.602
69 H -1.924 -2.905 2.180
70 H 1.239 -3.219 3.160
71 H 1.505 -1.524 2.706
72 H -0.842 -2.627 4.353
73 H 0.443 -1.586 4.928
74 H -0.768 -0.930 3.804

Quick look at the Mulliken charges, all values in e: atom 1 (Pm): 0.156, atom 2 (P): 0.650, atom 3 (P): 0.806, atom 4 (P): 1.063, atom 5 (H): 0.299, atom 6 (C): -0.521, atom 7 (C): 0.229, atom 8 (H): 0.045, atom 9 (C): -1.245, atom 10 (C): -0.989, atom 11 (C): -1.158, atom 12 (C): -1.294, atom 13 (C): -1.366, atom 14 (C): -1.241, atom 15 (C): -1.425, atom 16 (C): -1.327, atom 17 (C): -1.242, atom 18 (H): 0.293, atom 19 (H): 0.295, atom 20 (H): 0.492, atom 21 (H): 0.289, atom 22 (H): 0.280, atom 23 (H): 0.485, atom 24 (H): 0.160, atom 25 (H): 0.170, atom 26 (H): 0.527, atom 27 (H): 0.247, atom 28 (H): 0.295, atom 29 (H): 0.558, atom 30 (H): 0.452, atom 31 (H): 0.240, atom 32 (H): 0.471, atom 33 (H): 0.400, atom 34 (H): 0.412, atom 35 (H): 0.546, atom 36 (H): 0.172, atom 37 (H): 0.443, atom 38 (H): 0.559, atom 39 (H): 0.310, atom 40 (H): 0.431, atom 41 (H): 0.455, atom 42 (H): 0.310, atom 43 (H): 0.441, atom 44 (H): 0.498, atom 45 (H): 0.472, atom 46 (H): 0.206, atom 47 (C): 0.464, atom 48 (C): 0.034, atom 49 (C): -0.746, atom 50 (C): -0.424, atom 51 (C): -0.564, atom 52 (C): -0.615, atom 53 (Se): -0.104, atom 54 (H): -0.049, atom 55 (H): 0.434, atom 56 (H): 0.356, atom 57 (H): 0.401, atom 58 (H): 0.372, atom 59 (H): 0.346, atom 60 (C): -1.338, atom 61 (C): -0.296, atom 62 (O): 0.067, atom 63 (C): -0.319, atom 64 (C): -1.098, atom 65 (H): 0.354, atom 66 (H): 0.422, atom 67 (H): 0.352, atom 68 (H): 0.587, atom 69 (H): 0.333, atom 70 (H): 0.498, atom 71 (H): 0.178, atom 72 (H): 0.415, atom 73 (H): 0.468, atom 74 (H): 0.120

***

Entry 3:
ORCA calculation (wB97M-V/def2-TZVPD) on a molecular structure, C14H12CoIN5O3S3 in a non-equilibrium geometry.

As for the gap between HOMO and LUMO (alpha / beta): 6.81 / 6.80 eV. Its total charge is +1. For the energy above the lowest of the compared OMol25 structures with the same formula, charge and spin, the calculation gives 2.5930 eV. The value obtained for the energy is -3914.96544 Ha.

Element x y z (Å)
1 Co -0.700 1.789 -0.537
2 N 0.039 2.983 2.701
3 C -0.926 2.071 2.535
4 N -1.280 1.542 1.382
5 C -2.255 0.566 1.543
6 C -2.664 0.376 2.806
7 S -1.806 1.424 3.877
8 C -2.659 -0.106 0.325
9 C -3.556 -1.086 0.137
10 S -3.610 -1.538 -1.530
11 C -2.399 -0.359 -1.891
12 N -2.014 0.314 -0.832
13 N -1.903 -0.177 -3.124
14 H 0.611 3.269 1.926
15 H 0.224 3.378 3.605
16 H -3.410 -0.308 3.177
17 H -4.184 -1.581 0.860
18 H -2.215 -0.738 -3.896
19 H -1.105 0.422 -3.253
20 I -0.192 4.452 -0.700
21 C -1.540 3.156 -1.707
22 H -1.293 3.161 -2.763
23 H -2.557 3.463 -1.494
24 O 5.219 -0.116 -0.993
25 S 4.097 -0.690 -1.667
26 O 4.272 -1.346 -2.924
27 N 2.906 0.462 -1.803
28 C 1.910 0.174 -1.049
29 O 0.844 0.922 -0.960
30 C 2.003 -1.090 -0.263
31 C 1.095 -1.632 0.628
32 C 1.425 -2.832 1.248
33 C 2.633 -3.467 0.974
34 C 3.543 -2.916 0.076
35 C 3.197 -1.725 -0.526
36 H 0.157 -1.130 0.835
37 H 0.739 -3.283 1.954
38 H 2.871 -4.401 1.467
39 H 4.484 -3.403 -0.145

Quick look at the Mulliken charges, all values in e: atom 1 (Co): -0.332, atom 2 (N): -0.334, atom 3 (C): 0.586, atom 4 (N): 0.288, atom 5 (C): -0.221, atom 6 (C): -0.103, atom 7 (S): -0.170, atom 8 (C): -0.335, atom 9 (C): -0.261, atom 10 (S): -0.161, atom 11 (C): 0.554, atom 12 (N): 0.476, atom 13 (N): -0.385, atom 14 (H): 0.068, atom 15 (H): 0.217, atom 16 (H): 0.433, atom 17 (H): 0.439, atom 18 (H): 0.217, atom 19 (H): 0.164, atom 20 (I): 0.126, atom 21 (C): -0.766, atom 22 (H): 0.499, atom 23 (H): 0.462, atom 24 (O): -0.624, atom 25 (S): 1.195, atom 26 (O): -0.621, atom 27 (N): -0.577, atom 28 (C): 0.086, atom 29 (O): -0.181, atom 30 (C): 0.480, atom 31 (C): 0.357, atom 32 (C): -0.807, atom 33 (C): -0.444, atom 34 (C): -0.611, atom 35 (C): -0.341, atom 36 (H): 0.348, atom 37 (H): 0.423, atom 38 (H): 0.401, atom 39 (H): 0.455

***

Entry 4:
ORCA calculation (wB97M-V/def2-TZVPD) on a molecular structure, C20H46O4P4Tb in a non-equilibrium geometry.

As for the gap between HOMO and LUMO (alpha / beta): 3.86 / 3.73 eV. Its spin multiplicity is 7. Its total charge is +3. The value obtained for the energy is -3279.17576 Ha.

Element x y z (Å)
1 Tb -0.178 -0.207 -0.398
2 P 1.573 -1.900 0.832
3 P -1.537 -0.053 1.908
4 P 1.322 1.922 0.866
5 H 1.637 3.714 -8.887
6 C 2.618 3.966 -8.455
7 C 3.667 3.150 -8.579
8 H 3.593 2.190 -9.112
9 C 1.289 -3.494 0.020
10 C 1.476 -2.223 2.591
11 C 3.263 -1.412 0.427
12 C -2.798 1.268 1.740
13 C -2.515 -1.615 2.097
14 C -0.783 0.139 3.563
15 C 2.677 2.389 -0.288
16 C 2.130 1.863 2.513
17 C 0.272 3.430 0.915
18 H 2.702 4.942 -7.953
19 H 4.658 3.417 -8.179
20 H 1.172 -3.368 -1.063
21 H 0.367 -3.925 0.411
22 H 2.173 -4.065 0.285
23 H 0.458 -2.533 2.848
24 H 1.759 -1.325 3.144
25 H 2.193 -3.033 2.713
26 H 3.392 -1.351 -0.660
27 H 3.857 -2.214 0.862
28 H 3.497 -0.444 0.879
29 H -3.478 1.098 2.581
30 H -3.278 1.152 0.757
31 H -2.275 2.234 1.788
32 H -3.069 -1.444 3.023
33 H -1.819 -2.464 2.188
34 H -3.179 -1.735 1.228
35 H -1.363 0.936 4.040
36 H 0.277 0.415 3.474
37 H -0.896 -0.831 4.059
38 H 3.331 3.056 0.279
39 H 2.232 2.883 -1.157
40 H 3.204 1.488 -0.625
41 H 2.953 2.577 2.426
42 H 2.488 0.842 2.700
43 H 1.377 2.173 3.244
44 H 0.972 4.272 0.952
45 H -0.364 3.364 1.807
46 H -0.348 3.447 0.010
47 C 1.415 1.063 -2.755
48 C 0.323 1.934 -2.987
49 C 0.408 2.808 -4.054
50 C 1.569 2.849 -4.829
51 C 2.656 2.018 -4.544
52 C 2.607 1.121 -3.502
53 O 1.439 0.146 -1.804
54 H -1.110 1.463 -0.626
55 H -0.575 1.896 -2.361
56 H -0.444 3.443 -4.270
57 H 1.635 3.533 -5.664
58 H 3.560 2.038 -5.128
59 H 3.407 0.440 -3.202
60 C -2.219 -4.195 0.049
61 O -1.234 -3.608 -0.778
62 P -1.748 -2.067 -1.372
63 O -2.877 -2.646 -2.330
64 C -4.277 -2.593 -1.893
65 O -2.303 -0.295 -1.836
66 C -2.118 -0.173 -3.215
67 H -1.690 -4.336 0.995
68 H -2.488 -5.148 -0.439
69 H -3.126 -3.588 0.222
70 H -4.647 -3.600 -1.595
71 H -4.383 -1.907 -1.030
72 H -4.835 -2.216 -2.766
73 H -1.057 -0.404 -3.504
74 H -2.797 -0.855 -3.771
75 H -2.324 0.896 -3.455

Quick look at the Mulliken charges, all values in e: atom 1 (Tb): -0.981, atom 2 (P): 1.069, atom 3 (P): 1.215, atom 4 (P): 1.152, atom 5 (H): 0.276, atom 6 (C): -0.595, atom 7 (C): -0.470, atom 8 (H): 0.255, atom 9 (C): -1.231, atom 10 (C): -1.181, atom 11 (C): -1.139, atom 12 (C): -1.350, atom 13 (C): -1.245, atom 14 (C): -1.089, atom 15 (C): -1.328, atom 16 (C): -1.438, atom 17 (C): -1.280, atom 18 (H): 0.289, atom 19 (H): 0.269, atom 20 (H): 0.336, atom 21 (H): 0.207, atom 22 (H): 0.677, atom 23 (H): 0.255, atom 24 (H): 0.293, atom 25 (H): 0.583, atom 26 (H): 0.262, atom 27 (H): 0.560, atom 28 (H): 0.293, atom 29 (H): 0.552, atom 30 (H): 0.323, atom 31 (H): 0.295, atom 32 (H): 0.589, atom 33 (H): 0.226, atom 34 (H): 0.259, atom 35 (H): 0.502, atom 36 (H): -0.099, atom 37 (H): 0.532, atom 38 (H): 0.661, atom 39 (H): 0.271, atom 40 (H): 0.242, atom 41 (H): 0.549, atom 42 (H): 0.302, atom 43 (H): 0.513, atom 44 (H): 0.513, atom 45 (H): 0.326, atom 46 (H): 0.321, atom 47 (C): -0.001, atom 48 (C): 0.213, atom 49 (C): -1.268, atom 50 (C): -0.510, atom 51 (C): -0.676, atom 52 (C): -0.094, atom 53 (O): -0.117, atom 54 (H): 0.210, atom 55 (H): 0.895, atom 56 (H): 0.531, atom 57 (H): 0.426, atom 58 (H): 0.522, atom 59 (H): 0.529, atom 60 (C): -0.765, atom 61 (O): -0.534, atom 62 (P): 1.277, atom 63 (O): -0.316, atom 64 (C): -0.686, atom 65 (O): -0.307, atom 66 (C): -0.836, atom 67 (H): 0.357, atom 68 (H): 0.228, atom 69 (H): 0.397, atom 70 (H): 0.309, atom 71 (H): 0.396, atom 72 (H): 0.278, atom 73 (H): 0.353, atom 74 (H): 0.359, atom 75 (H): 0.288

***

Q: The lowest energy belongs to which entry?
A: C21H47OP3PmSe